210
Properties=species:S:1:pos:R:3:forces:R:3 method="wB97M-V/def2-TZVPD" smiles=CC1(C)CCCC(C)(C)N1O.CC1(C)CCCC(C)(C)N1O.CC1(C)CCCC(C)(C)N1O.CC1(C)CCCC(C)(C)N1O.CC1(C)CCCC(C)(C)N1O.CC(C)O.CC(C)O.CC(C)O.CC(C)O.CC(C)O total_charge=0 lumo_ev=0.379
C 1.12855 1.56235 3.88548 -0.2 0.1 0.1
C -0.16988 0.97504 4.49795 0.9 0.8 -0.2
C -0.81664 0.04547 3.48693 0.0 -0.5 -0.4
C 0.24082 0.19143 5.73070 0.0 -0.7 0.9
C 0.44387 0.98839 7.01850 -0.3 0.6 -0.4
C -0.61547 2.06943 7.26385 0.4 -0.6 0.5
C -1.06753 2.84808 6.02976 0.0 1.3 0.5
C -2.47680 3.35292 6.34557 -0.6 1.1 -1.1
C -0.17840 4.09387 5.81832 0.2 -0.3 0.5
N -1.12285 1.99801 4.87912 -1.2 -1.3 -0.1
O -1.68413 2.62095 3.72991 0.5 0.2 0.4
H 0.88504 2.33931 3.15920 0.1 0.0 -0.1
H 1.75910 1.99170 4.66646 0.0 0.1 0.0
H 1.70742 0.77272 3.40218 0.0 0.0 -0.1
H -0.25299 -0.88940 3.50431 -0.1 -0.1 -0.1
H -1.86839 -0.17015 3.68809 0.1 0.0 0.4
H -0.78553 0.39413 2.45687 0.1 0.3 0.1
H -0.45336 -0.63706 5.91058 -0.2 0.2 0.0
H 1.21771 -0.28144 5.58386 -0.2 -0.1 -0.5
H 0.43735 0.29774 7.86093 0.2 0.0 0.0
H 1.42192 1.47550 6.96796 0.0 -0.1 0.1
H -0.19037 2.76059 7.99764 -0.2 0.2 -0.1
H -1.47580 1.63473 7.77941 -0.1 -0.1 -0.3
H -2.51353 4.01629 7.21092 0.2 -0.5 0.4
H -3.22482 2.55990 6.38541 0.2 -0.1 0.3
H -2.81438 4.04688 5.55694 0.1 -0.3 -0.1
H -0.28121 4.76403 6.67633 -0.1 0.0 -0.1
H -0.45192 4.64004 4.91900 0.1 -0.1 -0.1
H 0.86987 3.78778 5.80067 0.0 0.1 -0.3
H -2.62245 2.44242 3.84230 -0.1 0.0 -0.2
C 4.52753 -0.19912 -2.21884 -0.7 0.5 0.7
C 4.58116 0.84773 -3.36383 0.6 -1.6 1.1
C 4.78129 2.21396 -2.71454 0.4 0.1 0.0
C 5.81414 0.51371 -4.20962 -0.4 0.3 -0.6
C 5.62628 -0.68404 -5.12461 0.4 0.1 -0.4
C 4.43060 -0.41597 -6.02364 0.0 -0.9 0.0
C 3.14241 -0.15798 -5.25386 -0.6 -0.3 0.0
C 2.12902 0.48074 -6.21189 0.2 0.1 -0.5
C 2.55627 -1.50392 -4.76169 -0.1 0.4 0.1
N 3.38311 0.80659 -4.18254 0.2 1.0 -0.6
O 2.22826 1.04830 -3.41875 0.0 0.0 0.0
H 4.47489 -1.23165 -2.55537 0.2 0.0 0.0
H 5.32191 -0.04990 -1.48134 0.3 -0.2 -0.4
H 3.63078 -0.01423 -1.61159 0.0 -0.2 -0.2
H 4.34026 2.25243 -1.71730 -0.4 0.2 -0.2
H 5.84937 2.38184 -2.53928 0.0 -0.1 -0.1
H 4.43746 3.01463 -3.36871 -0.2 0.0 0.2
H 5.95587 1.39322 -4.85228 0.4 -0.1 0.0
H 6.67770 0.36459 -3.56321 0.0 0.3 0.1
H 6.51154 -0.80953 -5.75826 0.0 0.2 0.0
H 5.56877 -1.64550 -4.60667 -0.4 0.2 0.2
H 4.23611 -1.31293 -6.62247 0.0 0.2 -0.2
H 4.64654 0.39635 -6.71955 0.0 0.1 0.1
H 1.81190 -0.21162 -6.99813 0.0 -0.2 0.2
H 2.61851 1.30035 -6.74555 -0.1 0.2 0.2
H 1.25055 0.85258 -5.68931 0.0 0.0 0.1
H 2.26615 -2.11575 -5.61629 0.2 -0.1 0.0
H 1.63233 -1.32592 -4.20520 0.1 -0.1 0.1
H 3.26239 -2.03871 -4.12945 -0.1 -0.2 0.0
H 2.01838 0.21638 -2.96150 0.0 -0.1 0.0
C 0.54480 -5.49006 7.96792 0.1 -0.2 -0.7
C 1.19630 -4.56874 6.92687 0.6 1.1 1.2
C 0.91142 -3.09396 7.31184 -1.4 -0.3 -0.8
C 2.70967 -4.79358 6.98747 0.3 -0.5 -0.6
C 3.43911 -4.20907 5.79445 0.0 1.0 0.0
C 2.89919 -4.82460 4.52742 -0.3 -0.6 0.0
C 1.38780 -4.63141 4.34801 0.2 1.3 0.3
C 1.10469 -3.17755 3.92029 -0.8 0.4 -1.0
C 0.90080 -5.60357 3.28593 -0.2 -0.3 0.1
N 0.70610 -4.89834 5.61482 0.3 -1.9 -0.3
O -0.69819 -4.76549 5.49999 0.1 0.4 0.0
H -0.53796 -5.44867 7.85754 0.0 0.1 0.3
H 0.86984 -6.51138 7.75218 -0.1 0.0 0.1
H 0.84783 -5.23835 8.98203 -0.1 0.1 0.0
H -0.18560 -3.02600 7.29903 0.1 0.2 0.3
H 1.27560 -2.78708 8.28859 0.2 -0.1 0.0
H 1.20532 -2.40869 6.51829 0.4 0.0 0.2
H 3.11582 -4.37200 7.90542 -0.2 -0.1 0.2
H 2.90863 -5.87281 6.95608 0.0 0.0 0.3
H 3.28814 -3.12042 5.77983 0.0 -0.1 -0.1
H 4.52030 -4.32737 5.88600 0.0 -0.3 0.0
H 3.04754 -5.91112 4.57570 0.3 0.1 -0.1
H 3.37709 -4.45049 3.61970 0.1 0.0 0.0
H 0.10485 -2.86941 4.23670 0.1 -0.1 0.4
H 1.02359 -3.05768 2.83034 0.4 -0.3 0.0
H 1.81772 -2.41675 4.24043 0.1 -0.2 0.3
H 1.26882 -5.32947 2.30315 -0.1 0.2 0.0
H -0.18795 -5.63167 3.26457 0.0 0.0 -0.2
H 1.26224 -6.61824 3.47587 -0.1 0.0 0.2
H -1.00433 -5.67611 5.44259 -0.1 0.0 0.0
C -3.65151 -0.65883 -7.04618 0.0 -0.4 -0.3
C -3.15359 0.32715 -5.97620 -0.4 -0.7 0.0
C -2.62937 -0.48503 -4.78755 1.0 -0.3 -0.1
C -2.06317 1.17803 -6.63779 -0.2 0.0 0.4
C -1.79861 2.46862 -5.88821 -0.1 -0.2 0.5
C -3.09832 3.24829 -5.68775 0.7 0.0 -0.9
C -4.18706 2.45131 -4.99839 0.2 -0.1 1.3
C -3.86182 2.38609 -3.48526 -0.1 0.1 0.4
C -5.51001 3.18076 -5.15885 -0.7 0.0 -0.4
N -4.31012 1.14642 -5.62357 -0.1 0.6 -1.2
O -5.32468 0.37817 -5.00646 0.2 -0.1 0.2
H -4.20922 -1.50084 -6.63011 -0.2 0.2 0.1
H -4.28302 -0.11900 -7.75371 0.0 0.0 0.0
H -2.84470 -1.12171 -7.62400 0.2 0.2 0.2
H -2.42488 0.10595 -3.89591 -0.4 0.1 0.1
H -3.28322 -1.33142 -4.58874 -0.2 0.2 0.3
H -1.65302 -0.93139 -5.02567 -0.1 0.0 -0.2
H -1.18406 0.53254 -6.63379 0.2 0.2 -0.3
H -2.34516 1.39919 -7.67017 0.0 0.0 0.0
H -1.38479 2.21009 -4.90775 0.2 0.1 0.0
H -1.05512 3.06781 -6.41434 0.0 0.1 0.1
H -3.43008 3.56220 -6.68584 -0.2 0.1 0.1
H -2.89470 4.14670 -5.10212 -0.1 0.1 0.0
H -4.27332 1.49612 -3.00655 -0.1 0.0 -0.2
H -4.32840 3.24220 -2.98876 0.1 0.0 0.0
H -2.79437 2.42988 -3.24997 0.0 -0.1 -0.2
H -6.26063 2.88925 -4.42324 0.1 -0.2 0.0
H -5.91165 2.95101 -6.15086 0.0 0.1 0.0
H -5.40603 4.26492 -5.08342 0.2 0.0 0.1
H -6.01305 0.34110 -5.67805 0.0 0.0 0.0
C 1.38478 3.67771 0.47030 0.7 0.2 1.0
C 1.73412 4.78216 -0.54710 -0.9 -1.4 -0.1
C 3.17614 5.18408 -0.34940 0.6 0.6 0.1
C 1.59660 4.18894 -1.95510 0.3 0.0 -0.6
C 0.18450 4.12949 -2.51310 -0.4 -0.1 0.7
C -0.54758 5.45349 -2.31518 0.6 -0.1 -0.8
C -0.52790 5.93675 -0.86839 -1.1 -0.4 -0.3
C -1.04909 7.37076 -0.87587 0.5 0.3 0.1
C -1.51648 5.09960 -0.03329 0.6 -0.5 0.5
N 0.84773 5.91916 -0.41693 0.8 1.4 -0.6
O 0.98593 6.49796 0.87171 -0.3 -0.3 0.3
H 2.05537 2.82586 0.33116 -0.1 -0.1 -0.1
H 1.59900 4.06065 1.47600 0.0 0.0 0.0
H 0.35098 3.34611 0.51469 -0.1 0.0 -0.5
H 3.85074 4.32757 -0.39416 -0.2 -0.2 0.1
H 3.50938 5.86471 -1.13855 -0.2 0.0 0.0
H 3.33519 5.69829 0.60038 -0.1 -0.2 0.0
H 2.22709 4.74714 -2.65885 -0.1 0.2 0.1
H 2.02441 3.18305 -1.96329 0.0 0.0 0.1
H 0.21395 3.83549 -3.56055 0.0 0.0 -0.1
H -0.39411 3.35952 -1.98387 0.1 -0.1 -0.1
H -1.56859 5.35369 -2.69358 -0.1 0.1 0.3
H -0.05683 6.21668 -2.93349 0.0 0.0 0.0
H -2.02032 7.40783 -1.36615 -0.1 0.0 0.2
H -0.38254 8.02804 -1.44275 0.1 -0.1 0.0
H -1.11835 7.74793 0.14556 -0.2 0.1 -0.1
H -1.23264 5.14820 1.02283 -0.2 0.2 0.0
H -1.45501 4.03868 -0.28220 -0.1 0.0 -0.2
H -2.54581 5.42761 -0.16245 0.0 0.0 0.0
H 1.14716 7.42968 0.69363 0.1 0.0 0.0
C -2.00256 -3.26095 2.18145 0.5 0.5 1.0
C -2.96704 -3.74999 1.14594 0.1 0.4 -1.0
C -3.53403 -2.59726 0.31858 -0.6 -0.3 -0.1
O -2.22958 -4.61719 0.25519 0.0 -0.3 0.2
H -1.04627 -2.92339 1.77056 -0.2 0.1 -0.5
H -1.69748 -3.96040 2.96244 -0.4 -0.3 -0.2
H -2.43226 -2.40365 2.70709 0.0 0.0 0.0
H -3.82626 -4.27334 1.57529 0.3 -0.3 0.2
H -4.24524 -2.97926 -0.42314 0.2 -0.1 0.0
H -2.75338 -2.06965 -0.22613 0.1 0.2 0.2
H -4.13889 -1.93546 0.94414 0.3 0.2 0.0
H -2.84976 -5.12675 -0.27565 -0.1 0.0 0.0
C 2.92117 -3.39247 0.04931 0.4 0.2 0.3
C 3.20653 -4.73543 -0.60030 0.2 0.2 -0.4
C 2.58486 -5.91621 0.12544 0.4 -0.1 -0.2
O 2.76517 -4.70068 -1.96124 -0.2 0.0 0.3
H 3.37298 -2.57205 -0.51162 -0.2 -0.1 -0.3
H 3.36706 -3.30401 1.04688 -0.3 -0.3 0.1
H 1.84284 -3.22464 0.09787 0.0 0.0 0.2
H 4.29048 -4.87315 -0.66165 0.0 -0.1 0.0
H 3.02208 -6.03484 1.11809 -0.2 0.1 0.1
H 2.80588 -6.82865 -0.43124 -0.1 0.0 0.0
H 1.50020 -5.80422 0.18198 0.0 0.0 0.1
H 1.81856 -4.48968 -1.89755 0.1 0.0 -0.2
C -0.38020 -5.71855 -3.27334 0.6 0.0 0.1
C -0.50600 -4.23612 -2.98760 -0.3 0.4 -0.4
C -1.92909 -3.75868 -3.17900 -1.0 0.2 0.3
O -0.03071 -3.94290 -1.67413 0.1 0.2 0.3
H -0.60698 -5.97890 -4.30596 -0.2 0.1 0.0
H -1.02747 -6.28246 -2.59825 0.0 -0.1 0.0
H 0.65933 -6.00440 -3.09356 -0.1 -0.2 0.0
H 0.15022 -3.65371 -3.64036 0.1 -0.1 0.0
H -2.11884 -2.71532 -2.91285 0.5 0.0 0.1
H -2.60707 -4.33615 -2.53565 0.1 -0.1 -0.1
H -2.31493 -3.86720 -4.19468 0.3 -0.2 -0.1
H -0.65582 -4.27958 -1.01211 -0.1 0.0 0.0
C -4.57304 1.42951 2.49552 -0.5 0.3 -0.1
C -4.12330 2.47325 1.50155 1.2 0.6 -0.2
C -3.91558 1.88529 0.11866 -1.3 -0.1 0.2
O -5.00251 3.59262 1.40362 -0.4 -0.3 -0.2
H -5.54231 1.05215 2.15763 0.0 -0.2 0.1
H -4.71825 1.86451 3.49035 0.1 -0.1 0.0
H -3.85167 0.61622 2.54857 0.0 -0.1 0.1
H -3.14288 2.88614 1.78220 0.0 -0.2 0.3
H -4.89073 1.56438 -0.27293 0.1 0.0 0.0
H -3.30680 0.98757 0.19682 0.4 0.2 -0.2
H -3.55329 2.64450 -0.56414 0.4 -0.1 -0.1
H -5.31424 3.82998 2.28144 0.1 0.0 0.0
C -0.70996 0.35393 -0.98794 0.5 0.0 0.1
C 0.78321 0.16073 -0.81716 0.7 0.4 -0.1
C 1.20126 0.07922 0.64270 -0.4 -0.6 -0.5
O 1.26265 -0.95165 -1.59453 -0.3 0.2 0.5
H -0.98083 1.34059 -0.60952 -0.2 0.0 0.0
H -1.23032 -0.42118 -0.41966 -0.2 0.1 -0.1
H -0.94464 0.28364 -2.04738 -0.2 0.0 0.0
H 1.31807 1.02202 -1.22988 -0.2 0.0 -0.2
H 0.75013 -0.82454 1.07247 0.1 0.1 0.2
H 0.79900 0.94807 1.15460 0.2 0.0 0.2
H 2.28421 0.01720 0.74399 0.0 0.1 0.0
H 0.87831 -1.75749 -1.22297 0.0 -0.2 -0.3